# 1
# C26H30AuN5SSe2

A structure of composition C26H30AuN5SSe2 (ωB97M-V/def2-TZVPD, OMol25).

XYZ file:
```
65
C26H30AuN5SSe2 ωB97M-V/def2-TZVPD
Au -4.09 0.23 0.74
Se -5.60 1.69 -0.88
Se -7.18 0.15 0.01
C -6.15 -1.42 -0.42
C -6.79 -2.47 -1.04
C -6.10 -3.66 -1.26
C -4.77 -3.74 -0.88
C -4.17 -2.65 -0.28
N -4.85 -1.52 -0.04
C -5.04 2.81 0.61
C -5.44 4.11 0.81
C -4.81 4.81 1.84
C -3.81 4.20 2.58
C -3.46 2.88 2.31
N -4.07 2.21 1.33
H -7.82 -2.36 -1.37
H -6.59 -4.49 -1.74
H -4.19 -4.64 -1.05
H -3.13 -2.66 0.02
H -6.21 4.56 0.20
H -5.09 5.84 2.04
H -3.31 4.73 3.38
H -2.70 2.36 2.87
N 0.00 -6.55 9.28
S 0.03 -7.93 10.12
C 1.27 -8.91 9.35
C 2.31 -8.33 8.65
C 3.28 -9.17 8.11
C 3.19 -10.55 8.29
C 2.13 -11.10 8.99
C 1.15 -10.29 9.53
C 0.53 -7.64 11.79
C 1.86 -7.40 12.11
C 2.18 -7.18 13.43
C 1.19 -7.20 14.41
C -0.13 -7.45 14.08
C -0.48 -7.68 12.75
H -0.31 -5.80 9.90
H 2.37 -7.26 8.51
H 4.11 -8.75 7.56
H 3.95 -11.19 7.87
H 2.06 -12.18 9.12
H 0.31 -10.71 10.07
H 2.63 -7.41 11.34
H 3.21 -6.99 13.71
H 1.46 -7.03 15.44
H -0.89 -7.47 14.84
H -1.50 -7.89 12.48
N 4.84 12.52 -17.58
C 3.83 11.40 -17.64
C 3.35 11.10 -16.22
N 4.43 10.82 -15.30
C 5.43 11.86 -15.28
C 5.99 12.19 -16.65
H 4.38 13.37 -17.24
H 5.19 12.73 -18.51
H 4.34 10.55 -18.09
H 3.02 11.72 -18.29
H 2.66 10.25 -16.26
H 2.78 11.95 -15.84
H 4.82 9.89 -15.42
H 6.26 11.57 -14.63
H 4.99 12.76 -14.84
H 6.51 11.34 -17.10
H 6.66 13.05 -16.64
```

The HOMO-LUMO gap (alpha / beta) is 5.22 / 3.09 eV. As for the multiplicity: 3. The HOMO energy (alpha / beta) is -15.2 / -15.2 eV. As for the total charge: +4. As for the energy relative to the best compared isomer or geometry (same formula, charge and spin): 0.0 kcal per mole.

# 2
# C8H15NOS

An isolated molecule of C8H15NOS in a non-equilibrium geometry (ωB97M-V/def2-TZVPD, OMol25).

XYZ file:
```
26
C8H15NOS ωB97M-V/def2-TZVPD
O 2.24 -0.81 -0.12
S 0.64 -0.49 1.96
N -1.82 0.97 -0.57
C -2.21 1.76 -1.77
C 0.91 -1.16 -0.57
C -2.36 -0.38 -0.60
C -0.40 1.01 -0.17
C -1.49 -1.14 0.39
C -0.12 -0.46 0.30
C 3.32 0.29 1.72
C 2.35 -0.80 1.32
H -1.85 1.28 -2.66
H -3.33 1.79 -1.80
H -1.81 2.76 -1.70
H 0.75 -2.23 -0.52
H 0.75 -0.91 -1.61
H -3.39 -0.37 -0.39
H -2.29 -0.85 -1.61
H -0.27 1.76 0.61
H 0.28 1.32 -1.00
H -1.92 -0.97 1.41
H -1.42 -2.22 0.23
H 3.43 0.22 2.81
H 4.25 0.08 1.23
H 3.01 1.33 1.49
H 2.77 -1.78 1.65
```

The HOMO-LUMO gap is 9.18 eV. Its structure (SMILES) is C[C@@H]1OC[C@@]2(CCN(C)C2)S1. The HOMO energy is -8.3 eV. As for the energy relative to the best compared isomer or geometry (same formula, charge and spin): 30.1 kcal per mole.

# 3
# C24H33AlBN6O2Se

A structure of composition C24H33AlBN6O2Se in a non-equilibrium geometry (ωB97M-V/def2-TZVPD, OMol25).

XYZ file:
```
68
C24H33AlBN6O2Se ωB97M-V/def2-TZVPD
Al 0.13 -0.26 0.19
C 2.62 -3.18 -3.05
C 1.35 -3.16 -2.18
C 0.36 -2.14 -2.76
C 1.70 -3.05 -0.71
C 2.53 -4.02 -0.08
C 2.71 -3.58 1.21
N 2.06 -2.42 1.39
N 1.36 -2.09 0.15
B 1.83 -1.41 2.59
N 2.45 -0.04 2.17
C 3.28 0.92 2.66
C 3.43 1.92 1.73
C 2.58 1.55 0.65
N 1.96 0.39 0.92
C 2.47 2.27 -0.65
C 1.65 3.58 -0.53
C 3.87 2.55 -1.27
N 0.28 -1.34 2.93
C -0.46 -1.52 4.05
C -1.78 -1.69 3.68
C -1.80 -1.55 2.27
N -0.57 -1.30 1.79
C -3.00 -1.75 1.40
C -4.01 -2.74 2.03
C -3.74 -0.44 1.05
H 2.37 -3.28 -4.10
H 3.31 -4.00 -2.77
H 3.18 -2.24 -2.91
H 0.88 -4.15 -2.28
H 0.84 -1.14 -2.81
H -0.57 -2.07 -2.19
H 0.12 -2.45 -3.79
H 2.99 -4.88 -0.56
H 3.31 -4.01 2.02
H 2.45 -1.82 3.52
H 3.72 0.82 3.65
H 4.06 2.79 1.77
H 1.94 1.64 -1.38
H 2.04 4.26 0.24
H 0.60 3.33 -0.29
H 1.69 4.10 -1.49
H 4.45 3.28 -0.67
H 3.77 2.97 -2.28
H 4.47 1.63 -1.34
H 0.01 -1.53 5.01
H -2.64 -1.86 4.32
H -2.66 -2.19 0.44
H -4.35 -2.37 3.01
H -3.58 -3.75 2.13
H -4.89 -2.81 1.36
H -4.08 0.09 1.97
H -4.65 -0.68 0.47
H -3.11 0.26 0.48
O -0.84 0.13 -1.28
O -0.56 1.29 0.80
Se -1.20 1.13 -2.63
C -2.34 2.54 -2.06
C -2.86 3.28 -3.16
C -3.69 4.38 -2.95
C -4.07 4.72 -1.63
C -3.55 3.98 -0.56
C -2.64 2.92 -0.74
H -2.57 2.98 -4.17
H -4.02 4.95 -3.81
H -4.70 5.57 -1.47
H -3.83 4.25 0.45
H -2.07 2.42 0.06
```

The HOMO-LUMO gap (alpha / beta) is 4.42 / 4.19 eV. The HOMO energy (alpha / beta) is -11.4 / -11.3 eV. As for the total charge: +1. As for the energy relative to the best compared isomer or geometry (same formula, charge and spin): 37.3 kcal per mole.

Computed DFT total energy (hartree) in order:
-6617.9283; -841.9749; -4081.8682